Entry a
# C6H14

C6H14 as an isolated structure (wB97M-V/def2-TZVPD, the OMol25 dataset).

Structure (ORCA input):
```
! wB97M-V def2-TZVPD RIJCOSX def2/J DEFGRID3
* xyz 0 1
C -1.738 1.067 -0.038
C -0.700 0.353 0.778
C -1.069 -1.784 -0.176
C 0.736 0.611 0.402
C 1.695 -0.416 1.020
C 1.110 0.907 -1.060
H -1.692 2.110 0.314
H -1.603 1.101 -1.131
H -2.750 0.708 0.183
H -0.967 -1.003 0.740
H -0.629 -1.478 -1.128
H -2.146 -1.941 -0.286
H -0.571 -2.679 0.209
H 0.871 1.554 0.970
H 1.666 -1.358 0.455
H 1.414 -0.634 2.057
H 2.731 -0.056 1.003
H 0.505 1.715 -1.487
H 2.163 1.205 -1.139
H 0.974 0.016 -1.687
*
```

Entry b
# C6H14

A 2-piece molecular cluster, C6H14 overall (wB97M-V/def2-TZVPD, the OMol25 dataset).

Structure (ORCA input):
```
! wB97M-V def2-TZVPD RIJCOSX def2/J DEFGRID3
* xyz 0 1
C 1.461 -1.424 -0.143
C 0.755 -0.188 -0.120
C 0.887 0.699 -1.333
C -0.561 -0.152 0.653
C -1.009 1.219 1.152
C -1.622 -0.771 -0.269
H 1.226 -2.190 0.588
H 2.160 -1.641 -0.941
H 1.855 -0.234 0.603
H 1.613 0.864 0.895
H 0.280 0.256 -2.132
H 1.923 0.728 -1.677
H 0.550 1.718 -1.135
H -0.434 -0.813 1.520
H -1.200 1.909 0.322
H -0.258 1.669 1.807
H -1.945 1.114 1.712
H -1.290 -1.739 -0.656
H -2.561 -0.913 0.275
H -1.830 -0.112 -1.120
*
```

Most stable: entry a (next structure +0.0283 hartree)

Entry a
# C5H10ClN3

An isolated ion of composition C5H10ClN3 and charge +2 (wB97M-V/def2-TZVPD, the OMol25 dataset).

Structure (ORCA input):
```
! wB97M-V def2-TZVPD RIJCOSX def2/J DEFGRID3
* xyz 2 1
C 0.046 1.525 0.050
C -0.756 -0.702 0.302
C 1.055 -0.488 -1.414
C 2.288 0.028 -0.864
C -1.675 -1.602 1.042
N 0.186 -1.167 -0.490
N -0.890 0.589 0.541
N -0.226 2.693 0.532
Cl 2.977 -0.472 0.463
H 0.473 0.311 -2.011
H 1.356 -1.097 -2.374
H 2.864 0.747 -1.625
H -1.661 -2.643 0.520
H -2.619 -1.222 0.822
H -1.450 -1.630 2.086
H 0.332 -2.187 -0.194
H -1.479 0.860 1.249
H 0.300 3.524 0.327
H -1.121 2.933 1.038
*
```

Entry b
# C5H10ClN3

An isolated ion of composition C5H10ClN3 and charge +2 (wB97M-V/def2-TZVPD, the OMol25 dataset).

Structure (ORCA input):
```
! wB97M-V def2-TZVPD RIJCOSX def2/J DEFGRID3
* xyz 2 1
C 2.118 -0.987 0.338
C 1.801 -1.989 -1.554
C 0.197 -0.647 -0.611
C -0.922 0.228 -0.403
C -0.745 1.082 0.911
N 2.487 -1.779 -0.577
N 0.485 -1.357 -1.598
N -1.992 1.779 1.407
Cl 2.962 0.482 0.633
H 1.817 -1.574 1.339
H 2.118 -2.594 -2.332
H -1.790 -0.456 -0.291
H -1.070 0.820 -1.399
H -0.228 0.487 1.661
H -0.182 1.903 0.522
H -0.027 -1.443 -2.456
H -2.187 2.192 0.382
H -1.999 2.532 2.186
H -2.841 1.323 1.841
*
```

Most stable: entry a (next structure +0.0146 hartree)

Entry a
# CH5N3O2S

One molecule with the formula CH5N3O2S (wB97M-V/def2-TZVPD, the OMol25 dataset).

Structure (ORCA input):
```
! wB97M-V def2-TZVPD RIJCOSX def2/J DEFGRID3
* xyz 0 1
C -0.808 -0.413 -0.023
N -0.571 -1.021 1.156
N 0.379 -0.422 -0.888
N -1.194 0.974 0.075
O 1.679 1.489 0.266
O 2.772 -0.781 -0.006
S 1.601 0.048 0.161
H -1.488 -1.105 -0.736
H -0.836 -0.414 2.050
H 0.381 -1.174 -1.679
H -0.398 1.554 0.465
H -1.517 1.265 -0.841
*
```

Entry b
# CH5N3O2S

One molecule with the formula CH5N3O2S (wB97M-V/def2-TZVPD, the OMol25 dataset).

Structure (ORCA input):
```
! wB97M-V def2-TZVPD RIJCOSX def2/J DEFGRID3
* xyz 0 1
C -0.136 -0.079 -0.165
H 2.436 -0.030 0.082
H 0.521 -1.884 -0.758
H -1.368 -1.548 0.387
H -2.860 0.849 1.024
H 1.438 2.299 0.260
N 0.913 -0.945 -0.595
N -1.394 -0.633 -0.052
N 0.038 1.159 0.015
O 1.999 -0.883 0.324
O 1.286 1.568 -0.356
S -2.876 0.127 -0.166
*
```

Most stable: entry b (next structure +0.0276 hartree)

Entry a
# NO4S2

NO4S2 as an isolated structure (wB97M-V/def2-TZVPD, the OMol25 dataset).

Structure (ORCA input):
```
! wB97M-V def2-TZVPD RIJCOSX def2/J DEFGRID3
* xyz -1 1
N -2.239 1.754 -0.046
O 0.063 0.488 0.942
O 0.685 -0.056 -1.295
O 1.969 -1.159 0.505
O -0.353 -1.742 0.084
S -0.816 1.458 -0.196
S 0.690 -0.743 0.006
*
```

Entry b
# NO4S2

An isolated ion of composition NO4S2 and charge -1 (wB97M-V/def2-TZVPD, the OMol25 dataset).

Structure (ORCA input):
```
! wB97M-V def2-TZVPD RIJCOSX def2/J DEFGRID3
* xyz -1 1
N 0.488 -0.581 0.437
O 1.011 -1.269 -0.401
O 0.122 2.085 -0.134
O 0.541 -0.747 1.629
O -0.850 0.289 -1.636
S -2.125 0.579 0.900
S -0.651 0.780 -0.258
*
```

Most stable: entry a (next structure +0.0538 hartree)

Entry a
# C25H32N4O3

One molecule with the formula C25H32N4O3 (wB97M-V/def2-TZVPD, the OMol25 dataset).

Structure (ORCA input):
```
! wB97M-V def2-TZVPD RIJCOSX def2/J DEFGRID3
* xyz 0 1
C 1.349 1.202 5.647
C 0.964 1.079 4.204
C -0.330 1.345 3.781
C -0.689 1.235 2.444
C 0.268 0.835 1.525
C 1.566 0.563 1.934
C 1.914 0.690 3.268
H 2.928 0.501 3.589
N 2.516 0.131 0.960
C 2.686 0.898 -0.143
O 2.247 2.032 -0.210
C 3.395 0.278 -1.349
C 2.741 0.901 -2.589
C 1.235 0.809 -2.395
O 0.721 -0.160 -1.864
N 0.536 1.872 -2.852
C -0.820 2.155 -2.698
N -1.156 3.342 -3.192
C -2.415 3.728 -3.082
C -3.396 2.965 -2.477
C -3.051 1.717 -1.962
C -1.733 1.302 -2.085
H -1.418 0.343 -1.711
C -4.076 0.846 -1.310
H -4.708 1.431 -0.644
H -3.606 0.047 -0.742
H -4.718 0.398 -2.069
H -4.409 3.330 -2.403
H -2.637 4.701 -3.500
H 1.041 2.654 -3.248
H 3.026 0.353 -3.489
H 3.042 1.943 -2.690
H 4.461 0.505 -1.320
H 3.255 -0.802 -1.375
C 3.135 -1.149 1.213
H 3.544 -1.164 2.227
H 3.966 -1.320 0.528
C 2.160 -2.340 1.128
O 2.306 -3.304 1.854
N 1.191 -2.221 0.213
H 1.127 -1.412 -0.395
C 0.165 -3.225 0.031
C -1.241 -2.604 0.172
H -1.137 -1.522 0.266
H -1.756 -2.968 1.060
C -1.987 -2.958 -1.116
H -2.734 -2.212 -1.384
H -2.491 -3.920 -1.006
C -0.875 -3.076 -2.153
H -1.191 -3.600 -3.054
H -0.517 -2.084 -2.430
C 0.213 -3.822 -1.388
H 1.200 -3.706 -1.833
H -0.022 -4.886 -1.346
H 0.358 -3.987 0.791
H 0.012 0.753 0.480
C -2.093 1.510 1.996
H -2.594 2.190 2.681
H -2.662 0.580 1.966
H -2.098 1.944 0.998
H -1.072 1.650 4.505
H 0.540 1.630 6.232
H 2.230 1.833 5.755
H 1.590 0.221 6.055
*
```

Entry b
# C25H32N4O3

One molecule with the formula C25H32N4O3 (wB97M-V/def2-TZVPD, the OMol25 dataset).

Structure (ORCA input):
```
! wB97M-V def2-TZVPD RIJCOSX def2/J DEFGRID3
* xyz 0 1
C -6.593 -2.259 -0.044
N -5.663 -1.230 0.353
C -4.339 -1.338 0.019
C -3.884 -2.327 -0.869
C -2.560 -2.405 -1.231
C -1.608 -1.496 -0.756
C -2.053 -0.536 0.158
C -3.375 -0.461 0.540
H -3.649 0.287 1.265
H -1.348 0.128 0.638
C -0.237 -1.620 -1.202
C 0.681 -0.644 -1.370
N 0.273 0.698 -1.225
C 0.856 1.816 -0.734
O 2.024 1.910 -0.378
C -0.077 2.974 -0.617
C -1.147 3.179 -1.483
C -1.972 4.276 -1.315
C -1.743 5.172 -0.283
C -0.672 4.979 0.575
C 0.161 3.890 0.404
H 1.005 3.729 1.058
H -0.485 5.680 1.374
H -2.394 6.024 -0.154
H -2.796 4.435 -1.994
H -1.324 2.508 -2.312
H -0.733 0.772 -1.343
C 2.031 -1.072 -1.862
O 2.179 -2.208 -2.293
N 3.005 -0.151 -1.849
H 2.887 0.674 -1.262
C 4.356 -0.495 -2.215
H 4.729 0.253 -2.925
H 4.316 -1.468 -2.712
C 5.291 -0.560 -1.005
H 5.370 0.433 -0.562
H 6.282 -0.861 -1.349
C 4.793 -1.555 0.048
N 3.708 -0.991 0.831
C 2.788 -1.983 1.355
H 2.414 -2.593 0.531
H 3.276 -2.642 2.097
C 1.615 -1.262 2.020
H 0.926 -1.978 2.472
O 2.042 -0.410 3.055
C 2.966 0.534 2.559
H 3.270 1.143 3.413
C 4.171 -0.151 1.919
H 4.849 0.610 1.531
H 4.706 -0.744 2.686
H 2.486 1.170 1.802
H 1.083 -0.678 1.256
H 4.418 -2.444 -0.464
H 5.633 -1.865 0.695
H 0.090 -2.614 -1.477
H -2.245 -3.179 -1.916
H -4.570 -3.050 -1.278
C -6.078 -0.296 1.371
H -7.160 -0.327 1.472
H -5.634 -0.526 2.347
H -5.796 0.722 1.091
H -6.311 -3.241 0.354
H -6.648 -2.326 -1.133
H -7.585 -2.014 0.326
*
```

Most stable: entry a (next structure +0.0957 hartree)